This record from the OMol25 dataset describes the molecule C9H15N3O4 in a non-equilibrium geometry. The level of theory is wB97M-V/def2-TZVPD.

Structure (XYZ):
```
31
Properties=species:S:1:pos:R:3
C 1.942 -0.693 0.310
C 0.561 -0.782 -0.100
C 2.339 0.738 1.073
C 3.496 1.190 0.307
C 3.841 0.282 -0.896
C -1.837 -0.436 0.425
C -2.329 -1.916 0.117
C -2.159 0.905 -0.508
C -3.558 1.366 -0.315
H 2.735 -1.574 -1.309
H 1.977 -1.384 1.155
H 2.541 0.755 2.266
H 1.339 1.161 0.668
H 4.303 0.951 1.056
H 3.734 2.305 0.480
H 5.107 0.233 -0.948
H 3.514 0.648 -2.030
H -0.038 -0.921 1.733
H -2.276 -0.121 1.428
H -2.136 0.578 -1.639
H -1.491 1.699 -0.208
H -5.462 0.961 -0.088
H -4.496 -0.375 0.306
H -1.023 -1.667 -1.344
N 2.870 -0.835 -0.560
N -0.406 -0.573 0.791
N -4.547 0.748 0.142
O 0.295 -1.093 -1.322
O -3.275 -2.521 0.810
O -3.664 2.570 -0.649
O -1.898 -2.198 -1.151
```

energy relative to the best compared isomer or geometry (same formula, charge and spin)	139.9	kcal/mol
highest occupied orbital energy	-8.94	eV
energy	-22231.8732	eV
HOMO-LUMO gap	9.10	eV
structure (SMILES)	NC(=O)C[C@H](NC(=O)[C@@H]1CCCN1)C(=O)O